DFT (the ωB97M-V functional and the def2-TZVPD basis) results for a molecular structure, C52H36N6O4PtS2.

Geometry as XYZ:
```
101
Properties=species:S:1:pos:R:3:forces:R:3
Pt 0.789513 1.352689 0.261439 0.12 -0.07 -0.04
C 5.884900 -5.734460 4.840564 -0.01 0.01 0.00
O 5.689006 -4.391700 5.244099 0.00 -0.01 0.00
C 4.948582 -3.594182 4.430909 0.00 -0.02 0.01
C 4.771556 -2.281282 4.864259 -0.01 0.00 -0.01
C 4.028679 -1.398357 4.106420 0.02 0.01 0.01
C 3.454447 -1.797910 2.900016 0.00 0.00 0.00
C 3.640718 -3.106045 2.477657 -0.02 0.00 0.00
C 4.377724 -4.009948 3.233007 0.00 0.01 0.01
C 2.644266 -0.857040 2.080874 -0.02 0.04 0.04
C 1.384100 -0.520103 2.553742 0.02 -0.02 0.01
C 0.826005 -0.966911 3.803585 0.01 -0.01 -0.02
C -0.348202 -0.323307 3.981904 -0.02 0.01 -0.02
C -0.557715 0.530016 2.840797 0.05 -0.01 0.04
N 0.484918 0.337045 1.966344 -0.05 -0.09 0.03
C -1.616457 1.414372 2.695536 -0.05 0.02 -0.11
C -1.866335 2.199605 1.538025 0.05 -0.02 0.12
C -3.043163 2.918774 1.267756 -0.01 0.04 -0.05
C -2.983925 3.304380 -0.062574 -0.01 0.04 0.04
C -1.766533 2.855480 -0.571756 0.02 -0.07 0.06
C -1.305999 2.846905 -1.959228 -0.01 0.03 -0.04
C -2.202836 2.452464 -3.031837 0.00 0.00 0.01
C -1.920047 2.807421 -4.360593 0.03 0.01 -0.02
C -2.735093 2.402169 -5.389202 0.00 0.00 0.00
C -3.855442 1.609624 -5.123386 -0.01 -0.01 0.00
O -4.591916 1.251662 -6.202203 -0.01 0.00 0.00
C -5.736311 0.445704 -5.979830 0.01 0.01 0.00
C -4.149141 1.236467 -3.815360 0.03 0.02 -0.01
C -3.327023 1.662920 -2.783974 -0.03 0.00 0.06
C 0.063922 2.952656 -2.115612 0.02 0.03 -0.05
N 0.804903 2.208105 -2.999502 -0.05 0.06 0.01
C 1.970115 1.966053 -2.368276 0.06 0.00 0.01
C 2.763281 0.822307 -2.512964 0.02 0.06 0.19
C 2.819417 0.051590 -3.728563 0.06 -0.07 -0.15
C 3.109202 -1.325941 -3.741573 -0.02 0.00 0.05
C 3.128477 -2.040638 -4.915223 -0.01 0.01 -0.03
C 2.864479 -1.404286 -6.130235 0.00 0.02 0.01
O 2.908956 -2.188853 -7.233306 0.00 0.01 -0.01
C 2.607842 -1.586759 -8.480381 0.00 -0.01 0.02
C 2.577124 -0.040680 -6.146639 0.00 -0.03 -0.01
C 2.553640 0.667056 -4.959123 -0.01 0.00 0.01
C 3.286436 0.305815 -1.237583 -0.07 0.03 -0.09
C 4.461370 -0.408896 -1.009901 0.01 -0.08 0.01
C 4.420209 -0.868009 0.300147 0.02 -0.03 -0.04
C 3.205458 -0.427299 0.851121 -0.06 -0.02 -0.06
N 2.542336 0.333894 -0.078500 0.09 0.10 0.12
C 2.080981 2.737812 -1.129535 -0.03 -0.05 -0.01
C 0.876264 3.366337 -0.975812 -0.14 -0.04 -0.01
N -1.065048 2.212262 0.429913 -0.08 -0.01 -0.07
C -2.595050 1.503838 3.811221 -0.01 0.00 0.03
C -3.875617 0.985554 3.679553 0.04 0.01 -0.01
C -4.786650 1.050669 4.728131 0.00 -0.01 -0.02
C -4.415043 1.651108 5.925506 0.00 0.00 0.01
O -5.226667 1.768643 7.009091 0.00 0.00 -0.01
C -6.534902 1.238234 6.905894 0.00 0.00 0.00
C -3.132678 2.179673 6.066866 0.00 -0.01 -0.02
C -2.236384 2.101660 5.020529 0.00 -0.01 0.00
H 6.494688 -6.195939 5.611706 0.00 0.00 0.00
H 6.410035 -5.787962 3.883522 0.00 0.00 0.00
H 4.934222 -6.267827 4.763246 0.00 0.00 0.00
H 5.224721 -1.977215 5.798319 0.00 0.00 0.00
H 3.891828 -0.379892 4.449821 0.00 0.00 0.00
H 3.188137 -3.430791 1.548198 0.01 0.00 0.01
H 4.489174 -5.024654 2.880854 0.00 0.00 0.00
H 1.285951 -1.693779 4.451398 0.01 0.01 0.01
H -1.036131 -0.417016 4.805331 0.01 0.00 0.00
H -3.848304 3.079195 1.963980 0.00 0.00 -0.01
H -3.726648 3.843938 -0.627890 0.00 -0.01 0.00
H -1.049664 3.415004 -4.569618 0.00 0.00 0.00
H -2.530518 2.681407 -6.414081 0.00 0.00 0.00
H -6.456964 0.952529 -5.333793 0.00 0.00 0.00
H -5.463432 -0.514965 -5.537165 0.00 0.00 0.00
H -6.180793 0.280219 -6.956801 0.00 0.00 0.00
H -4.997863 0.609100 -3.587466 0.00 0.00 0.01
H -3.543295 1.344223 -1.771633 -0.02 0.00 -0.03
H 3.286051 -1.842271 -2.808384 0.00 0.02 0.02
H 3.332535 -3.103078 -4.919946 0.00 0.00 -0.01
H 2.680026 -2.377060 -9.221629 0.00 -0.01 0.00
H 3.323115 -0.797122 -8.721995 0.00 0.00 0.00
H 1.595569 -1.175870 -8.484559 0.00 0.00 -0.01
H 2.370103 0.476405 -7.071722 0.00 0.00 -0.01
H 2.323721 1.723184 -4.982629 0.01 -0.01 0.01
H 5.233109 -0.579641 -1.743061 0.00 0.01 0.00
H 5.147847 -1.480722 0.805222 0.00 0.01 0.00
H 2.984521 2.882136 -0.558509 0.01 0.00 -0.01
H 0.600278 4.106527 -0.241514 0.00 0.03 -0.03
H -4.161016 0.516579 2.745305 -0.02 0.00 0.00
H -5.771622 0.627948 4.595300 0.00 0.00 0.00
H -7.014606 1.429556 7.861349 0.00 0.00 0.00
H -6.513021 0.161290 6.721206 0.00 0.00 0.00
H -7.101435 1.730609 6.111487 0.00 0.00 0.00
H -2.862424 2.644840 7.005444 0.00 0.00 0.00
H -1.239578 2.510540 5.136229 0.00 0.00 0.00
S -0.254564 -0.262515 -1.421798 0.03 0.06 -0.07
C -0.524827 -1.636824 -0.384317 0.07 0.05 -0.02
S 0.888427 -2.522349 -0.612141 -0.03 -0.02 0.03
C -1.635023 -1.859698 0.373239 0.00 -0.02 -0.04
C -2.755139 -0.977840 0.285798 0.07 -0.03 0.14
N -3.665927 -0.277064 0.212952 -0.02 -0.01 -0.01
C -1.701946 -2.994997 1.237246 -0.10 0.08 0.03
N -1.743966 -3.896497 1.951266 0.03 -0.02 -0.03
```
Positions in Å, forces in eV/Å.

The charge is 0. Its spin multiplicity is 5. The HOMO energy (alpha / beta) is -5.9 / -7.7 eV. The value obtained for the LUMO energy (alpha / beta) is -0.93 / -2.57 eV. As for the orbital gap (alpha / beta): 4.960 / 5.173 eV.

Löwdin population analysis, charges in e, atoms 1 to 4: Pt 1.266; C -0.083; O -0.080; C -0.281


DFT (the ωB97M-V functional and the def2-TZVPD basis) results for a molecular structure, C52H36N6O4S2W.

Geometry as XYZ:
```
101
Properties=species:S:1:pos:R:3:forces:R:3
W 0.043799 0.229308 1.008639 -0.36 0.63 0.58
C 2.694959 -8.039141 5.137899 -0.02 0.00 -0.01
O 2.222592 -7.834272 3.817717 0.02 0.01 -0.01
C 1.730230 -6.608886 3.510160 0.02 -0.05 0.02
C 1.620647 -5.557989 4.414017 -0.01 0.01 -0.06
C 1.105843 -4.340999 3.986579 0.00 -0.04 0.05
C 0.675951 -4.154215 2.675051 0.03 0.11 0.05
C 0.812620 -5.221426 1.777721 -0.01 -0.02 -0.04
C 1.328176 -6.431676 2.185151 -0.02 0.04 0.00
C 0.164719 -2.855887 2.238867 -0.01 -0.10 0.01
C -0.902948 -2.670245 1.440940 -0.09 0.11 -0.08
C -1.942638 -3.591406 1.060744 0.02 -0.03 0.03
C -2.944110 -2.876338 0.512026 0.03 0.05 0.03
C -2.544253 -1.486723 0.517130 -0.15 0.08 -0.08
N -1.278319 -1.370445 1.012343 0.05 -0.11 -0.13
C -3.391668 -0.422184 0.191409 0.09 -0.30 0.02
C -2.935568 0.879866 0.173684 -0.14 0.36 0.00
C -3.787469 2.062653 0.045560 0.00 -0.25 0.02
C -2.987081 3.135451 0.008933 0.25 0.07 -0.05
C -1.615640 2.644281 0.027037 -0.35 -0.11 0.07
C -0.518798 3.325564 -0.378055 0.27 -0.01 -0.10
C -0.568531 4.803005 -0.554132 -0.02 -0.02 0.02
C -1.178886 5.398164 -1.645119 -0.02 -0.02 -0.02
C -1.207064 6.782285 -1.790820 -0.01 -0.03 0.01
C -0.610771 7.579994 -0.822182 0.02 0.07 0.01
O -0.577409 8.938110 -0.863423 -0.01 -0.02 0.00
C -1.212745 9.574124 -1.955500 0.02 0.00 0.01
C 0.007682 6.992372 0.281250 -0.01 -0.06 -0.02
C 0.029815 5.618877 0.408052 0.02 0.03 0.01
C 0.668398 2.646767 -0.810017 -0.21 0.11 0.14
N 0.981270 1.337931 -0.556700 0.06 -0.08 -0.01
C 2.105749 1.062013 -1.348205 -0.12 -0.04 0.08
C 2.927812 -0.078553 -1.288350 0.00 -0.01 -0.15
C 4.022219 -0.227176 -2.277234 -0.01 0.01 0.07
C 3.738214 -0.328132 -3.631050 -0.01 0.01 -0.05
C 4.749842 -0.486781 -4.571182 -0.03 0.00 0.05
C 6.072467 -0.532464 -4.147058 0.08 0.01 -0.01
O 7.136695 -0.681035 -4.975508 -0.02 0.00 0.01
C 6.879326 -0.782916 -6.364278 0.01 0.01 0.02
C 6.373234 -0.416116 -2.789432 -0.05 0.00 -0.01
C 5.357759 -0.271190 -1.868340 0.02 -0.01 0.00
C 2.803317 -0.992000 -0.264133 0.08 -0.12 0.18
C 3.678756 -2.020887 0.219211 -0.04 0.12 -0.07
C 3.272130 -2.358841 1.487216 -0.07 0.07 0.08
C 2.124108 -1.562139 1.732162 0.17 -0.20 0.00
N 1.834182 -0.800019 0.691780 0.07 0.03 -0.20
C 2.449284 2.215926 -2.078743 0.04 0.10 0.01
C 1.585087 3.217195 -1.710625 0.05 -0.06 -0.08
N -1.633853 1.266877 0.251275 0.16 -0.05 -0.05
C -4.826329 -0.707772 -0.087712 0.00 0.00 0.10
C -5.653361 -1.229819 0.912056 0.00 0.01 0.01
C -6.982923 -1.503058 0.669911 0.04 0.02 -0.06
C -7.523806 -1.256886 -0.592907 -0.07 -0.03 0.03
O -8.838863 -1.564209 -0.741163 0.01 0.02 -0.01
C -9.430688 -1.312729 -2.002079 0.01 0.00 0.02
C -6.722750 -0.730968 -1.597982 0.03 0.00 0.01
C -5.382681 -0.464079 -1.332842 0.00 0.02 -0.06
H 3.078297 -9.054888 5.163647 0.00 0.00 0.01
H 1.886178 -7.937264 5.865813 0.01 0.00 0.01
H 3.497576 -7.339680 5.383425 0.00 -0.01 0.00
H 1.931716 -5.669283 5.441984 0.00 0.01 0.00
H 1.027180 -3.529679 4.698680 0.00 0.01 -0.01
H 0.539527 -5.080479 0.739121 -0.01 0.01 0.00
H 1.444841 -7.252762 1.490790 0.01 -0.02 0.01
H -1.926432 -4.649159 1.267758 0.02 -0.01 0.01
H -3.899751 -3.232000 0.165863 -0.01 -0.01 -0.01
H -4.863346 2.029699 -0.002256 0.00 0.01 0.00
H -3.261838 4.171717 -0.102089 0.00 0.00 0.02
H -1.638765 4.774789 -2.403264 0.00 0.00 0.00
H -1.690826 7.214273 -2.654403 0.00 0.00 0.00
H -1.090406 10.641536 -1.795768 0.00 0.00 0.00
H -2.278279 9.332191 -1.988661 0.00 0.01 -0.01
H -0.745144 9.295166 -2.903517 -0.01 0.00 0.00
H 0.461800 7.630679 1.026762 0.00 0.01 0.00
H 0.507259 5.163105 1.267360 0.00 0.00 0.00
H 2.707124 -0.291756 -3.960590 0.00 0.00 0.00
H 4.493495 -0.574977 -5.616383 -0.01 0.00 0.00
H 7.849363 -0.883705 -6.842107 -0.01 0.00 -0.01
H 6.381463 0.114649 -6.739872 0.00 -0.01 -0.01
H 6.270083 -1.661538 -6.590483 0.00 0.00 -0.01
H 7.409950 -0.436223 -2.482537 0.01 0.00 -0.01
H 5.596868 -0.167429 -0.817456 0.00 0.00 0.00
H 4.525739 -2.418990 -0.314780 0.01 0.00 0.00
H 3.714725 -3.070715 2.162804 0.00 0.00 0.02
H 3.281824 2.285064 -2.758786 0.00 0.00 0.00
H 1.565943 4.238340 -2.051108 0.00 0.01 -0.01
H -5.239738 -1.415121 1.896241 0.00 0.00 0.00
H -7.625634 -1.903201 1.442158 -0.01 0.00 0.00
H -10.470732 -1.612058 -1.911876 0.00 0.00 -0.01
H -8.950885 -1.900181 -2.789168 -0.01 0.00 0.00
H -9.378909 -0.251108 -2.257535 -0.01 -0.01 -0.01
H -7.119045 -0.531460 -2.582567 0.01 0.00 0.00
H -4.758107 -0.061969 -2.121903 0.00 0.00 0.00
S -0.053287 1.908705 2.607882 0.30 -0.39 -0.41
C 1.132538 1.506885 3.882606 -0.02 0.17 0.18
C 1.171306 2.488857 4.937516 -0.03 -0.12 -0.09
N 1.188706 3.284951 5.768016 0.01 0.01 0.01
C 1.914535 0.425716 3.814660 0.04 0.03 0.06
S 0.898482 -1.298939 2.948614 -0.09 -0.12 -0.01
C 2.854956 0.087235 4.820121 -0.04 0.08 -0.15
N 3.661918 -0.310151 5.545538 -0.01 -0.04 0.04
```
Positions in Å, forces in eV/Å.

The charge is 0. The HOMO energy (alpha / beta) is -7.1 / -7.1 eV. The value obtained for the LUMO energy (alpha / beta) is -1.72 / -1.72 eV. As for the orbital gap (alpha / beta): 5.402 / 5.403 eV.

Löwdin population analysis, charges in e, atoms 1 to 4: W 1.320; C -0.079; O -0.078; C -0.280


no.,energy (eV)
1,-96551.479
2,-95131.970